C19H16N3O6 | ωB97M-V/def2-TZVPD

Gap between HOMO and LUMO ... 3.77 eV
Net charge ... -1
HOMO level ... -3.553 eV
2S+1 ... 1
Total energy ... -1349.171598 Ha

Atoms and positions in Å:
N: 0.61541 6.66795 0.61129
C: -0.07855 5.76953 0.33143
C: -0.90876 4.63901 0.01182
C: -1.12540 4.25264 -1.32244
C: -1.87170 3.11497 -1.60806
C: -2.37450 2.27238 -0.56280
C: -3.03655 1.01123 -0.86223
C: -3.68239 0.19851 0.03630
N: -4.56889 -0.73626 -0.48338
O: -5.28606 -1.51048 0.21090
O: -4.64398 -0.72547 -1.75097
C: -2.21413 2.73322 0.76976
C: -1.47247 3.88069 1.04620
H: -0.70858 4.86085 -2.12829
H: -2.12924 2.86891 -2.64174
H: -3.13941 0.78060 -1.92945
H: -3.63930 0.28244 1.12401
H: -2.72705 2.20331 1.57637
H: -1.32754 4.20480 2.07656
C: -3.78344 -4.40497 1.67078
C: -2.90546 -4.17882 0.45979
O: -1.93243 -3.16727 0.81852
C: -1.14152 -2.79887 -0.24235
C: -0.21648 -1.75301 0.16390
C: 0.93341 -1.46294 -0.59089
C: 1.00128 -1.80254 -1.99933
C: 2.06160 -1.45340 -2.80833
C: 3.17578 -0.78745 -2.25868
N: 4.22754 -0.41117 -3.12831
O: 5.25221 0.14382 -2.67288
O: 4.08026 -0.65760 -4.35327
C: 3.21381 -0.50562 -0.86442
C: 2.14626 -0.86323 -0.05319
O: -1.29184 -3.34043 -1.34460
H: -4.49972 -5.21016 1.47722
H: -3.18830 -4.67332 2.54838
H: -4.35393 -3.49665 1.87214
H: -2.41641 -5.11458 0.13667
H: -3.49887 -3.79465 -0.38423
H: -0.30124 -1.41696 1.18827
H: 0.20117 -2.42221 -2.40784
H: 2.05770 -1.69058 -3.87593
H: 4.09717 -0.00374 -0.46789
H: 2.24023 -0.76549 1.03765